DFT (ωB97M-V with the def2-TZVPD basis set) results for a 7-piece molecular cluster, C5H24N2O6 overall at a distorted geometry.

XYZ file:
```
37
Properties=species:S:1:pos:R:3:forces:R:3
O -2.22945 -1.47614 -0.11281 0.048 0.532 -0.299
O -2.88744 0.55452 1.35453 -0.307 0.234 0.139
O -0.51800 2.03279 1.73554 -0.722 1.185 -0.277
O 0.53050 0.07247 3.29124 0.031 -0.245 1.341
O -1.92648 3.29753 -0.91769 1.362 -0.170 -0.046
O -2.20614 -0.35025 -2.88274 -1.118 0.813 -0.796
N 0.85979 1.27896 -0.87709 -0.175 0.184 0.429
N 2.28499 -1.01666 0.97223 -1.200 0.281 -0.262
C 0.86721 -2.93980 0.46066 -0.146 0.450 -2.246
C 1.07365 -1.40967 0.19220 1.463 -2.670 1.651
C 1.48206 2.36733 -0.92115 1.276 0.629 -0.043
C 1.19539 -1.22924 -1.30530 -2.293 1.918 0.120
C 1.27696 0.24106 -1.79881 0.944 -0.137 -0.777
H 1.59525 -3.53757 -0.11676 0.270 0.165 0.808
H 2.06291 -1.69267 -1.73000 0.385 -0.788 0.111
H -0.04725 -3.19796 -0.08569 -0.342 -0.147 0.595
H 0.51226 -0.84060 3.00324 0.066 -0.306 -0.489
H -1.36378 -0.72804 -3.10656 0.360 -0.305 0.723
H 2.05638 -0.10109 1.34516 0.858 0.145 -0.065
H 0.53658 -0.04409 4.26022 0.068 0.370 -0.499
H 1.36780 3.20749 -0.26699 -1.224 0.185 0.877
H -2.68629 1.39880 0.93346 0.160 0.275 0.277
H 0.07811 1.75800 1.02586 0.126 -0.707 0.688
H -2.09781 -2.03918 0.65181 -0.042 -0.032 0.087
H -3.83990 0.53062 1.49007 -0.044 0.074 -0.105
H 0.72962 0.43363 -2.75028 0.236 -0.467 0.610
H 0.21420 -1.03680 0.75055 -0.087 1.010 -0.952
H 2.35292 0.34405 -2.02537 -0.274 0.629 -0.139
H -1.16828 2.82552 -0.51184 -0.825 0.079 0.111
H 3.09710 -1.00905 0.36893 0.084 0.322 0.167
H 0.82104 -3.16598 1.51380 0.106 -0.219 0.183
H -1.43420 3.76825 -1.61008 -0.639 0.014 0.007
H -0.40125 1.58171 2.58495 0.514 -0.365 -0.914
H -2.40729 -0.30415 -1.94236 0.775 -0.602 -0.110
H 2.34812 2.64889 -1.52344 0.141 -0.885 -0.816
H 0.28030 -1.65017 -1.71739 0.079 -0.383 -0.198
H -2.40959 -0.57252 0.26792 0.086 -1.063 0.109
```
Forces are in eV/Å.

Results
total energy: -765.78860 Ha
HOMO: -0.340 Eh
orbital gap: 9.67 eV
SMILES string: C=NCC[C@@H](C)N.O.O.O.O.O.O
relative energy (zero: lowest compared OMol25 entry of this formula, charge and spin): 235.3 kJ/mol

Löwdin atomic charge list, values in e, 5 entries:
1. O -0.092
2. O -0.040
3. O -0.079
4. O -0.050
5. O -0.072


DFT (ωB97M-V with the def2-TZVPD basis set) results for a 9-piece molecular cluster, C5H24N2O8 overall at a distorted geometry.

XYZ file:
```
39
Properties=species:S:1:pos:R:3:forces:R:3
O 0.08036 3.35402 -1.23786 0.488 0.037 0.241
O 0.76581 -3.29888 -2.54668 -0.401 0.564 0.250
O 2.14935 -0.05666 2.77709 0.316 0.054 0.334
O 1.35977 2.62472 1.17926 0.277 -0.349 -0.201
O -3.73522 -0.07939 -0.19776 -0.115 0.413 0.412
O -2.10777 1.64461 -1.71935 -0.073 -0.003 -0.161
O -0.43436 -0.79657 -2.93981 -1.145 0.648 0.716
O -0.03962 1.66890 3.26040 -0.734 -0.622 -0.006
N -1.49718 -1.02873 1.25213 0.093 -0.287 0.818
N 0.32692 -2.30981 1.08742 -1.237 0.251 0.523
C 0.56947 -1.17952 0.31700 1.648 -2.025 1.599
C 1.89487 0.35367 -1.11258 0.850 -1.357 -0.076
C -0.92497 -2.18791 1.59942 0.117 -0.121 -0.206
C -0.58387 -0.37922 0.55401 -1.246 0.198 -0.693
C 1.77532 -1.07795 -0.46523 -0.342 2.173 -1.528
H 2.18663 0.54099 2.01796 -0.149 0.028 0.010
H -0.07986 -3.76195 -2.56368 0.172 -0.273 -0.077
H 1.02594 0.63917 -1.70269 0.244 0.262 0.173
H -0.87205 1.35788 2.88482 -0.279 0.453 0.039
H -1.39386 -2.98997 2.16581 0.083 0.312 0.013
H 1.59030 -0.80288 2.57071 0.020 -0.085 -0.235
H -1.16418 -0.27320 -3.31255 0.384 -0.154 -0.899
H 2.78462 0.29270 -1.74390 -0.321 0.146 -0.329
H -3.88613 -1.02263 -0.11077 -0.057 -0.175 -0.193
H -2.72877 1.30491 -1.05834 -0.286 -0.116 -0.361
H 0.89825 -3.06411 1.45076 0.616 0.093 -0.919
H -3.82545 0.24010 0.71204 -0.088 -0.055 -0.203
H 2.18840 1.04798 -0.32729 -0.576 0.216 -0.074
H 0.60284 3.14507 -0.43940 -0.461 0.061 -0.375
H 0.84138 2.36547 1.96885 0.306 0.502 0.121
H -2.61049 2.24405 -2.29584 0.196 -0.220 0.297
H 0.24954 0.87290 3.72631 0.628 0.323 0.140
H -0.86478 0.56697 0.13615 0.496 0.462 -0.305
H 1.74339 -1.93770 -1.16258 -0.049 0.200 -0.123
H 1.87267 3.42495 1.34718 -0.206 -0.145 0.322
H 2.73129 -1.15796 0.01714 0.238 -0.709 1.114
H -0.72089 -0.62083 -2.02962 0.480 -0.295 0.111
H 0.48851 -2.39697 -2.80767 0.165 -0.415 -0.269
H -0.65617 2.73380 -1.25088 -0.052 0.008 0.000
```
Forces are in eV/Å.

Results
total energy: -916.03598 Ha
2S+1: 2
HOMO (alpha / beta): -0.475 / -0.475 Eh
total charge: +1
orbital gap (alpha / beta): 8.88 / 4.88 eV
<S²>: 0.76
relative energy (zero: lowest compared OMol25 entry of this formula, charge and spin): 0.0 kJ/mol

Löwdin atomic charge list, values in e, 5 entries:
1. O -0.080
2. O -0.069
3. O -0.015
4. O -0.072
5. O -0.050


> Which of these has the highest relative energy (zero: lowest compared OMol25 entry of this formula, charge and spin)?

C5H24N2O6


> Among the records above, which one has the highest total energy?

C5H24N2O6


> Which formula does entry 1 have?

C5H24N2O6


> total energy of number 2 (C5H24N2O8)?

-916.03598 Ha